# 1
Density functional theory data (the ωB97M-V functional and the def2-TZVPD basis) for C20H24N2O7S in the gas phase in a non-equilibrium geometry.

Relative energy (zero: lowest compared OMol25 entry of this formula, charge and spin)   3.5 kcal per mole
Structure (SMILES)   CCOC(=O)N1CCN(C(=O)c2ccc(CS(=O)(=O)c3ccccc3OC)o2)CC1
Largest force on an atom   0.023 Eh/bohr
Energy   -49277.0931 eV
Orbital gap   9.5 eV
Net charge   0

Geometry (Å):
1 H -0.554 -1.889 1.564
2 C -1.169 2.904 -0.281
3 H 1.664 -6.397 4.075
4 C -2.104 2.320 -1.137
5 C 1.850 -1.022 2.102
6 O 2.189 1.068 0.386
7 H 3.301 -4.694 6.034
8 C -1.803 1.290 1.389
9 H 0.458 -1.746 -2.189
10 C -1.030 2.370 1.001
11 C 3.106 -5.622 5.504
12 H 3.103 -2.585 2.941
13 C 2.580 -2.369 2.012
14 C -0.531 2.624 -3.554
15 C 1.874 -5.477 4.630
16 H -3.554 0.823 -1.467
17 S -2.230 2.896 -2.835
18 H -3.315 -0.128 0.838
19 H 2.562 -0.201 2.191
20 O -0.447 3.921 -0.783
21 O 0.433 -5.225 2.407
22 H 3.972 -5.863 4.894
23 C -0.017 1.387 -2.960
24 O -2.534 4.296 -2.896
25 H 1.462 -3.215 -0.320
26 C 0.816 -3.213 0.565
27 C 0.100 -1.861 0.685
28 N 1.080 -0.823 0.891
29 O 2.103 -4.418 3.698
30 H 1.176 -1.020 2.965
31 H 0.099 -4.033 0.501
32 C -2.722 0.717 0.526
33 H 0.369 4.855 0.889
34 H -1.677 0.889 2.384
35 H -0.678 2.553 -4.626
36 H 0.991 -5.231 5.231
37 H -0.309 2.781 1.688
38 H -0.559 -0.316 -4.217
39 C 0.673 4.377 -0.047
40 C -0.146 0.068 -3.308
41 C 0.370 -0.680 -2.228
42 O 0.556 1.480 -1.749
43 H -0.507 -1.647 -0.191
44 H 3.304 -2.329 1.189
45 C -2.866 1.240 -0.749
46 H 2.947 -6.417 6.226
47 H 0.052 3.495 -3.276
48 C 1.310 -4.418 2.608
49 H 1.158 5.116 -0.683
50 C 1.412 0.187 0.052
51 C 0.768 0.231 -1.280
52 O -3.118 1.996 -3.524
53 H 1.364 3.554 0.158
54 N 1.631 -3.425 1.741

List of Löwdin charges in e, atom by atom:
1 H 0.134
2 C -0.278
3 H 0.123
4 C -0.200
5 C -0.101
6 O 0.069
7 H 0.075
8 C -0.070
9 H 0.110
10 C -0.004
11 C -0.065
12 H 0.126
13 C -0.099
14 C -0.099
15 C -0.222
16 H 0.115
17 S 0.729
18 H 0.105
19 H 0.124
20 O -0.087
21 O 0.091
22 H 0.078
23 C -0.311
24 O -0.294
25 H 0.130
26 C -0.102
27 C -0.121
28 N -0.039
29 O -0.011
30 H 0.135
31 H 0.128
32 C -0.078
33 H 0.099
34 H 0.109
35 H 0.119
36 H 0.129
37 H 0.114
38 H 0.121
39 C -0.043
40 C 0.019
41 C 0.010
42 O 0.077
43 H 0.108
44 H 0.137
45 C -0.044
46 H 0.077
47 H 0.110
48 C -0.540
49 H 0.100
50 C -0.383
51 C -0.153
52 O -0.313
53 H 0.089
54 N -0.038

# 2
Density functional theory data (the ωB97M-V functional and the def2-TZVPD basis) for a molecular structure, C41H32Br2F5N10O3SSe2Tc in a non-equilibrium geometry.

Relative energy (zero: lowest compared OMol25 entry of this formula, charge and spin)   7.3 kcal per mole
⟨S²⟩   0.7585
Largest force on an atom   0.033 Eh/bohr
Energy   -361473.5880 eV
Orbital gap (alpha / beta)   6.4 / 6.3 eV
Net charge   +1
2S+1   2

Geometry (Å):
1 H 3.831 -3.448 -3.105
2 H 2.842 -4.192 -1.843
3 H -2.346 -1.103 4.599
4 O 3.312 -2.442 2.896
5 F 1.770 0.341 0.727
6 C 2.014 -2.256 4.929
7 C -0.966 0.781 1.628
8 O -6.102 5.039 2.075
9 H 6.002 -2.621 -2.520
10 H 0.948 -1.940 3.107
11 C -0.364 -1.903 4.810
12 C -4.834 5.394 1.557
13 H -0.961 -2.908 -0.700
14 C -4.263 4.341 0.575
15 H -2.095 -2.604 3.705
16 Se -4.879 2.637 -1.715
17 C -1.479 -2.891 -1.648
18 H 7.692 -2.077 -0.807
19 H -4.155 5.481 2.408
20 C -5.234 4.203 -0.597
21 C -0.436 -2.006 6.194
22 S 0.205 2.244 -1.217
23 H 7.069 -2.050 1.593
24 C 4.430 -2.941 -1.096
25 C -3.303 0.016 -5.004
26 N 0.856 -0.728 -2.022
27 H 1.519 -1.947 -0.394
28 C -1.185 -1.314 1.554
29 H -6.239 4.065 -0.206
30 H -3.218 -2.688 -5.006
31 C -2.739 -2.762 -4.042
32 N 2.413 -2.206 -2.313
33 C -2.531 -0.261 -3.892
34 C -3.442 1.335 -5.405
35 C 6.340 -2.299 0.834
36 N -1.726 -1.673 -2.157
37 C 5.729 -2.622 -1.472
38 C 4.210 2.818 -1.414
39 H -1.334 4.342 -0.876
40 H 0.955 -0.062 -4.065
41 H -6.790 5.520 1.609
42 C 4.746 1.908 -0.522
43 C 2.528 1.160 -0.028
44 H -5.214 5.077 -1.249
45 F 4.387 0.188 1.045
46 C 3.307 -2.378 4.252
47 C -2.884 4.868 0.202
48 F 5.018 3.627 -2.095
49 C 3.894 1.073 0.173
50 H -3.808 -0.772 -5.541
51 H -1.259 -2.351 1.273
52 Br -4.486 1.751 -6.900
53 C 1.943 -2.352 6.314
54 C 1.947 2.047 -0.925
55 C -2.074 1.982 -3.572
56 C 5.034 -2.593 1.212
57 C -2.824 2.334 -4.679
58 C -1.831 -4.070 -2.266
59 N 2.255 -1.622 -3.521
60 C -2.479 -4.000 -3.490
61 H -1.390 -1.900 6.695
62 H -1.581 2.734 -2.974
63 C 4.639 -2.525 2.618
64 C 4.093 -2.932 0.251
65 H 0.649 -2.306 8.017
66 N -1.236 0.449 2.861
67 H -2.995 5.872 -0.227
68 H -2.313 4.968 1.134
69 F 6.061 1.838 -0.333
70 Se -3.960 1.474 0.121
71 Br -2.961 -5.562 -4.398
72 O -2.218 4.003 -0.693
73 H 2.849 -2.510 6.883
74 C 1.563 -1.684 -1.436
75 H -3.401 2.976 2.048
76 C 0.864 -2.037 4.182
77 C -4.209 3.004 1.316
78 N -1.906 0.709 -3.183
79 H -5.156 2.836 1.822
80 H -2.925 3.374 -4.950
81 C 1.312 -0.739 -3.307
82 N -1.369 -0.897 2.800
83 C -2.349 -1.622 -3.353
84 H -4.865 6.368 1.061
85 Tc -0.922 0.143 -1.416
86 N 4.486 -2.425 4.756
87 N -0.921 -0.282 0.765
88 H -1.606 -5.019 -1.802
89 C 2.840 2.876 -1.602
90 C 0.714 -2.233 6.940
91 C 3.387 -3.291 -2.125
92 H 3.096 -3.212 0.571
93 N 5.369 -2.519 3.672
94 F 2.385 3.769 -2.485
95 H -0.795 1.794 1.303
96 C 6.681 -2.315 -0.508
97 C -1.626 -1.667 4.009

List of Löwdin charges in e, atom by atom:
1 H 0.129
2 H 0.134
3 H 0.134
4 O 0.118
5 F 0.053
6 C -0.127
7 C -0.259
8 O -0.043
9 H 0.119
10 H 0.112
11 C -0.191
12 C -0.207
13 H 0.083
14 C -0.569
15 H 0.138
16 Se 0.653
17 C -0.115
18 H 0.115
19 H 0.135
20 C -0.462
21 C -0.026
22 S 0.683
23 H 0.126
24 C -0.199
25 C -0.042
26 N -0.091
27 H 0.128
28 C -0.138
29 H 0.066
30 H 0.110
31 C -0.038
32 N -0.087
33 C -0.194
34 C -0.679
35 C -0.003
36 N -0.043
37 C -0.016
38 C -0.140
39 H 0.044
40 H 0.122
41 H 0.098
42 C -0.136
43 C -0.236
44 H 0.088
45 F 0.129
46 C -0.291
47 C -0.221
48 F 0.136
49 C -0.134
50 H 0.109
51 H 0.130
52 Br 0.831
53 C -0.004
54 C -0.471
55 C -0.160
56 C -0.148
57 C -0.103
58 C -0.081
59 N 0.143
60 C -0.680
61 H 0.119
62 H 0.054
63 C -0.302
64 C 0.010
65 H 0.114
66 N 0.161
67 H 0.136
68 H 0.136
69 F 0.138
70 Se 0.599
71 Br 0.833
72 O -0.176
73 H 0.122
74 C -0.128
75 H 0.083
76 C 0.030
77 C -0.445
78 N -0.053
79 H 0.071
80 H 0.120
81 C -0.167
82 N -0.119
83 C -0.185
84 H 0.137
85 Tc 1.017
86 N 0.139
87 N -0.063
88 H 0.113
89 C -0.245
90 C -0.046
91 C -0.053
92 H 0.118
93 N 0.142
94 F 0.085
95 H 0.079
96 C -0.040
97 C -0.061

# 3
Density functional theory data (the ωB97M-V functional and the def2-TZVPD basis) for a molecular structure, C43H30N8OPb.

Relative energy (zero: lowest compared OMol25 entry of this formula, charge and spin)   7.1 kcal per mole
Largest force on an atom   0.007 Eh/bohr
Energy   -64297.0742 eV
Orbital gap (alpha / beta)   5.0 / 5.0 eV
Net charge   0

Geometry (Å):
1 N 2.434 -0.392 3.017
2 C 0.095 -2.422 -3.538
3 O -0.268 -3.694 3.245
4 C -0.481 2.862 -4.340
5 H -2.738 -0.966 2.769
6 C 4.104 -5.284 2.759
7 H 0.213 5.412 -1.448
8 C -2.622 0.084 3.037
9 C -3.442 -0.862 -1.185
10 C 1.981 0.779 2.618
11 H -0.793 -1.869 -5.418
12 H -3.161 -1.167 -3.809
13 C -3.357 0.721 0.653
14 N 1.720 -1.703 1.115
15 C 1.826 4.384 2.928
16 H -3.219 2.772 0.016
17 C -0.274 -3.963 -5.303
18 N 0.652 3.092 0.345
19 H 1.415 5.169 2.307
20 H -2.754 0.517 -4.149
21 C 2.912 2.306 4.519
22 H 0.325 -5.990 -4.925
23 H 3.179 -5.619 0.837
24 C -0.207 2.432 -3.047
25 C 2.261 2.033 3.326
26 C -3.439 1.027 2.147
27 C -0.522 4.226 -4.566
28 H 3.493 3.881 5.844
29 C 4.331 -4.377 3.804
30 H -3.286 2.285 -2.368
31 H 1.145 -5.528 -2.620
32 H -3.030 2.600 3.566
33 H -0.315 6.201 -3.746
34 C 2.834 -3.641 1.614
35 C 0.128 -1.210 -2.715
36 C 0.730 -4.742 -3.236
37 C 1.994 -2.948 0.644
38 C 3.819 -3.093 3.763
39 H -4.492 0.893 2.423
40 H -1.559 0.335 3.002
41 N 0.612 -1.532 -1.484
42 C 2.463 4.658 4.128
43 C -3.297 1.739 -0.296
44 C 0.271 -4.988 -4.520
45 C 3.060 -2.738 2.654
46 H -4.445 0.033 -3.995
47 H 3.328 1.506 5.117
48 N 1.594 -3.498 -0.501
49 H -2.941 0.196 4.074
50 H -3.511 -1.415 0.867
51 H -0.631 -4.191 -6.299
52 N 0.170 1.238 -1.133
53 H -3.755 3.193 2.078
54 C 3.000 3.632 4.913
55 C -0.653 -3.136 2.349
56 C 1.138 2.412 1.364
57 H 3.990 -2.386 4.564
58 H 4.921 -4.691 4.655
59 H 2.553 5.683 4.465
60 C 1.730 3.056 2.543
61 C 0.032 3.343 -2.016
62 H -0.657 2.146 -5.133
63 C -3.438 -0.133 -3.604
64 H -0.737 4.598 -5.560
65 H -2.054 2.701 2.098
66 C -3.438 -0.586 0.173
67 C -0.279 5.141 -3.531
68 C -3.322 1.465 -1.659
69 N -0.193 -0.016 -3.168
70 Pb -0.194 -0.463 0.443
71 H 4.522 -6.280 2.825
72 C 0.010 4.713 -2.248
73 C 0.632 -3.445 -2.756
74 C 0.977 -2.843 -1.464
75 N 1.267 1.064 1.496
76 C -0.368 -2.666 -4.822
77 C 3.357 -4.928 1.650
78 C -3.051 2.467 2.484
79 H -3.483 -1.894 -1.519
80 C 0.295 2.550 -0.820
81 C -0.086 1.105 -2.460
82 C 2.365 -1.509 2.292
83 C -3.391 0.160 -2.130

List of Löwdin charges in e, atom by atom:
1 N 0.205
2 C -0.104
3 O 0.083
4 C -0.017
5 H 0.048
6 C -0.077
7 H 0.112
8 C -0.097
9 C -0.057
10 C -0.284
11 H 0.112
12 H 0.071
13 C -0.249
14 N 0.001
15 C -0.011
16 H 0.105
17 C -0.076
18 N 0.204
19 H 0.112
20 H 0.063
21 C -0.011
22 H 0.101
23 H 0.112
24 C -0.116
25 C -0.103
26 C -0.368
27 C -0.077
28 H 0.101
29 C -0.076
30 H 0.120
31 H 0.113
32 H 0.081
33 H 0.101
34 C -0.116
35 C -0.284
36 C -0.011
37 C -0.309
38 C -0.011
39 H 0.143
40 H 0.047
41 N 0.007
42 C -0.076
43 C -0.033
44 C -0.076
45 C -0.114
46 H 0.084
47 H 0.113
48 N 0.205
49 H 0.084
50 H 0.105
51 H 0.101
52 N 0.027
53 H 0.078
54 C -0.076
55 C -0.008
56 C -0.289
57 H 0.112
58 H 0.101
59 H 0.101
60 C -0.105
61 C -0.107
62 H 0.111
63 C -0.047
64 H 0.101
65 H 0.078
66 C -0.120
67 C -0.077
68 C -0.038
69 N 0.209
70 Pb 1.378
71 H 0.101
72 C -0.011
73 C -0.102
74 C -0.284
75 N 0.008
76 C -0.016
77 C -0.011
78 C -0.077
79 H 0.116
80 C -0.278
81 C -0.285
82 C -0.288
83 C -0.281

# 4
Density functional theory data (the ωB97M-V functional and the def2-TZVPD basis) for a molecular structure, C3H3O3Tl in a non-equilibrium geometry.

Relative energy (zero: lowest compared OMol25 entry of this formula, charge and spin)   35.9 kcal per mole
⟨S²⟩   0.7609
Largest force on an atom   0.047 Eh/bohr
Energy   -13986.4721 eV
Orbital gap (alpha / beta)   9.1 / 9.2 eV
Net charge   +1
2S+1   2

Geometry (Å):
1 O 2.907 -0.077 1.520
2 Tl -0.147 2.382 -0.930
3 C -0.782 -1.556 -0.596
4 O 1.833 1.537 0.261
5 H -0.353 -2.491 -0.238
6 O -1.529 0.637 -0.012
7 H -2.329 0.859 0.492
8 H -0.775 -1.361 -1.675
9 C -1.079 -0.590 0.263
10 C 2.255 0.659 0.915

List of Löwdin charges in e, atom by atom:
1 O 0.287
2 Tl 1.172
3 C 0.036
4 O -0.043
5 H 0.074
6 O -0.237
7 H 0.137
8 H 0.082
9 C -0.153
10 C -0.355